The following is a quantum chemistry calculation of an isolated molecule of C3H7NO, from OMol25.

Output
Kohn-Sham gap in eV: 10.50
Strongest force on any atom in eV/Å: 2.955
SMILES: CCNC=O
ΔE to the lowest compared entry with this formula, charge and spin in kcal per mole: 16.92
Calculated total energy in eV: -6762.017
2S+1: 1

CARTESIAN COORDINATES (ANGSTROEM)
C 0.617971 1.885813 0.892775
C -0.376151 0.768607 0.546996
N 0.327525 -0.466269 0.257697
C 1.083833 -0.630706 -0.904841
O 1.544553 -1.731848 -1.101881
H 1.284934 1.550096 1.656605
H 1.190878 2.206002 -0.008431
H 0.098364 2.792876 1.231125
H -1.070805 0.579767 1.403479
H -0.934982 1.083520 -0.351934
H 0.288641 -1.270632 0.862925
H 1.175269 0.209268 -1.602408

Atoms 1-3, force components in eV/Å:
-0.62 0.75 -0.91
0.07 0.31 0.37
0.55 0.94 -1.59

Here are the Löwdin charges for atoms 1 to 4, given in e:
1 C -0.105
2 C -0.267
3 N -0.007
4 C -0.337